{
  "formula": "C4H5BF2N2O2",
  "method": "wB97M-V/def2-TZVPD",
  "e_homo_ev": [-9.37, -9.26],
  "spin_multiplicity": 1,
  "e_lumo_ev": [-1.0646, -1.6247],
  "total_energy_ev": -17412.979,
  "elements": ["B", "C", "C", "C", "C", "N", "N", "O", "O", "F", "F", "H", "H", "H", "H", "H"],
  "coordinates": [[-1.194, 0.917, 0.454], [-0.473, 0.704, -2.082], [0.890, -0.013, -2.016], [-1.178, 1.112, -1.100], [0.981, -1.414, 1.116], [1.316, -0.407, -0.923], [0.778, -0.356, 0.209], [-2.089, 0.089, 1.089], [-0.517, 1.939, 1.213], [2.203, -1.378, 1.630], [0.912, -2.663, 0.573], [-0.600, 0.976, -3.059], [1.357, 0.101, -3.027], [0.240, -1.355, 1.829], [-2.209, 0.146, 2.030], [-0.418, 1.601, 2.063]]
}